*one*
{"formula": "HO2S2", "method": "wB97M-V/def2-TZVPD", "elements": ["S", "S", "O", "O", "H"], "xyz": [[-2.133, -0.513, 0.106], [-3.276, 1.162, -0.092], [-2.420, -1.463, -1.002], [-2.280, -1.047, 1.479], [0.566, -0.184, -0.468]], "lowdin_charge": [0.110, -0.032, -0.566, -0.557, 0.045], "charge": -1, "molar_mass_g_mol": 97.14}


*two*
{"formula": "HO2S2", "method": "wB97M-V/def2-TZVPD", "elements": ["S", "S", "O", "O", "H"], "xyz": [[0.103, -0.048, -0.080], [-1.187, 1.016, -1.062], [1.216, 0.730, 0.991], [0.623, -1.223, -0.736], [-0.754, -0.475, 0.887]], "lowdin_charge": [0.149, 0.040, -0.634, -0.525, -0.029], "charge": -1, "molar_mass_g_mol": 97.14, "smiles": "O=[SH](=O)[S-]"}


Taking the most stable structure as the zero point, the relative energies in hartree are *one* 0.0638; *two* 0.0000.


*one*
{"formula": "C4H13N2O2", "method": "wB97M-V/def2-TZVPD", "elements": ["O", "O", "N", "N", "C", "C", "C", "C", "H", "H", "H", "H", "H", "H", "H", "H", "H", "H", "H", "H", "H"], "xyz": [[1.618, 0.437, 0.492], [2.145, 0.803, 2.663], [2.181, -1.254, 1.891], [0.203, -0.252, -1.540], [-0.857, -0.034, -0.510], [1.953, 0.029, 1.623], [-2.248, -0.838, -1.099], [-1.080, 1.533, -0.369], [-3.005, -0.690, -0.317], [1.126, -0.050, -1.035], [1.961, -1.949, 1.166], [-2.152, -1.879, -1.274], [0.017, 0.553, -2.212], [2.128, -1.554, 2.845], [-0.046, 1.869, -0.304], [-2.691, -0.450, -2.049], [-0.629, -0.463, 0.424], [2.396, 1.698, 2.396], [-1.808, 1.793, -1.158], [0.301, -1.047, -2.174], [-1.513, 1.744, 0.543]], "lowdin_charge": [-0.013, 0.170, 0.213, 0.149, -0.312, -0.622, -0.014, -0.014, 0.077, 0.128, 0.142, 0.044, 0.187, 0.128, 0.073, 0.083, 0.102, 0.152, 0.101, 0.168, 0.058], "charge": 1, "molar_mass_g_mol": 121.16}


*two*
{"formula": "C4H13N2O2", "method": "wB97M-V/def2-TZVPD", "elements": ["O", "O", "N", "N", "C", "C", "C", "C", "H", "H", "H", "H", "H", "H", "H", "H", "H", "H", "H", "H", "H"], "xyz": [[-0.138, 2.599, -0.050], [1.477, -0.940, -0.549], [-0.631, 0.401, -0.604], [3.627, -0.682, 0.213], [2.454, -0.226, -0.221], [-0.838, 1.512, 0.466], [-1.682, -0.672, -0.540], [-1.787, -1.501, 0.691], [-0.602, 3.236, -0.574], [-2.523, -2.264, 0.336], [-1.927, 1.683, 0.682], [-0.427, 1.283, 1.418], [3.716, -1.663, 0.273], [-0.521, 0.875, -1.498], [-2.695, -0.004, -0.540], [4.333, -0.083, 0.597], [-2.226, -1.030, 1.569], [-0.789, -1.914, 0.963], [2.565, 0.800, -0.631], [0.262, -0.109, -0.601], [-1.647, -1.302, -1.400]], "lowdin_charge": [-0.006, -0.018, 0.054, 0.183, -0.312, -0.154, -0.214, -0.085, 0.103, 0.110, 0.154, 0.127, 0.114, 0.175, 0.170, 0.125, 0.080, 0.095, 0.156, 0.024, 0.118], "charge": 1, "molar_mass_g_mol": 121.16}


*three*
{"formula": "C4H13N2O2", "method": "wB97M-V/def2-TZVPD", "elements": ["O", "O", "N", "N", "C", "C", "C", "C", "H", "H", "H", "H", "H", "H", "H", "H", "H", "H", "H", "H", "H"], "xyz": [[-1.157, 0.626, 1.547], [-2.387, -1.017, -1.737], [-0.415, -1.124, 2.762], [0.029, -0.077, -0.733], [0.355, -0.882, 0.486], [2.021, 1.473, -0.716], [-0.478, -0.368, 1.657], [0.510, 1.318, -0.837], [0.350, -0.623, -1.524], [-1.005, -0.147, -0.806], [2.211, 2.543, -0.770], [0.124, -1.924, 0.256], [0.020, 1.922, -0.100], [0.227, 1.691, -1.824], [-0.986, -0.942, 3.576], [-3.112, -0.911, -1.093], [-2.840, -0.872, -2.584], [1.410, -0.837, 0.737], [0.196, -1.905, 2.934], [2.542, 0.923, -1.490], [2.384, 1.134, 0.259]], "lowdin_charge": [0.089, -0.043, 0.191, 0.037, -0.030, -0.053, -0.524, -0.176, 0.175, 0.123, 0.096, 0.148, 0.117, 0.139, 0.133, 0.081, 0.079, 0.133, 0.121, 0.085, 0.079], "charge": 1, "molar_mass_g_mol": 121.16}


Taking the most stable structure as the zero point, the relative energies in hartree are *one* 0.0204; *two* 0.0524; *three* 0.0000.


*one*
{"formula": "C2H4INO", "method": "wB97M-V/def2-TZVPD", "elements": ["I", "O", "N", "C", "C", "H", "H", "H", "H"], "xyz": [[-0.936, -1.963, 7.580], [1.003, -0.436, 3.940], [1.915, -0.721, 7.230], [0.907, -1.236, 7.460], [1.529, 0.587, 4.277], [-3.377, -2.217, 2.294], [1.731, 0.568, 5.310], [-4.030, -2.155, 1.926], [1.712, 1.476, 3.651]], "lowdin_charge": [0.916, -0.017, 0.048, -0.909, -0.140, 0.000, 0.014, 0.002, 0.086], "molar_mass_g_mol": 184.96, "smiles": "[H][H].N#CI.C=O"}


*two*
{"formula": "C2H4INO", "method": "wB97M-V/def2-TZVPD", "elements": ["I", "O", "N", "C", "C", "H", "H", "H", "H"], "xyz": [[-0.626, -2.267, 0.692], [1.831, -0.085, 0.020], [-1.512, 0.622, 0.769], [-0.706, -0.125, 0.300], [0.488, 0.428, -0.523], [-2.354, 0.370, 1.250], [0.335, 0.202, -1.505], [1.882, -0.728, -0.608], [0.662, 1.583, -0.396]], "lowdin_charge": [0.725, -0.100, 0.098, -0.798, -0.195, 0.065, 0.067, -0.017, 0.157], "molar_mass_g_mol": 184.96, "smiles": "[H]/N=C(\\I)CO"}


*three*
{"formula": "C2H4INO", "method": "wB97M-V/def2-TZVPD", "elements": ["I", "O", "N", "C", "C", "H", "H", "H", "H"], "xyz": [[1.208, 1.727, 1.307], [-1.429, -0.442, 1.121], [1.601, 0.028, -1.203], [0.888, 0.270, -0.242], [-0.842, -0.761, -0.050], [-0.848, -1.817, -0.063], [2.423, 0.573, -1.445], [-1.667, 0.501, 1.261], [-1.335, -0.079, -0.685]], "lowdin_charge": [0.687, -0.124, 0.017, -0.752, -0.136, 0.097, 0.053, 0.085, 0.073], "molar_mass_g_mol": 184.96}


Taking the most stable structure as the zero point, the relative energies in hartree are *one* 0.0458; *two* 0.0000; *three* 0.0397.


*one*
{"formula": "C2H4INO", "method": "wB97M-V/def2-TZVPD", "elements": ["I", "O", "N", "C", "C", "H", "H", "H", "H"], "xyz": [[-1.960, -1.771, -0.127], [-0.297, 0.268, 1.608], [0.363, -0.676, -1.805], [-0.234, -0.624, -0.617], [0.345, 0.197, 0.443], [0.016, -1.333, -2.468], [-1.239, 0.119, 1.319], [0.464, 1.199, -0.209], [1.320, -0.107, 0.543]], "lowdin_charge": [0.888, -0.074, 0.064, -0.765, -0.416, 0.017, 0.011, 0.174, 0.100], "molar_mass_g_mol": 184.96, "smiles": "[H]/N=C(\\I)CO"}


*two*
{"formula": "C2H4INO", "method": "wB97M-V/def2-TZVPD", "elements": ["I", "O", "N", "C", "C", "H", "H", "H", "H"], "xyz": [[1.887, -2.936, -0.315], [-0.199, -1.072, -0.755], [0.217, 0.811, 1.165], [1.096, -1.098, -0.526], [-0.750, 0.178, -0.655], [0.482, 1.741, 0.837], [-0.177, 1.069, -1.024], [-1.888, 0.098, -0.417], [-0.669, 1.210, 1.691]], "lowdin_charge": [0.840, -0.295, -0.023, -0.705, -0.046, -0.032, 0.094, 0.134, 0.032], "molar_mass_g_mol": 184.96}


Taking the most stable structure as the zero point, the relative energies in hartree are *one* 0.0000; *two* 0.1777.